A 5-piece molecular cluster, C16H34Br2N2O8 overall at a distorted geometry. Source: the Open Molecules 2025 dataset; level of theory: wB97M-V/def2-TZVPD.

Positions of all 62 atoms, in Å:
C 1.203 1.377 2.647
C -0.030 0.756 3.205
O -1.214 1.451 2.818
C -1.762 2.279 3.717
O -1.353 2.489 4.820
O -2.835 2.831 3.160
C -3.565 3.722 4.007
H 1.157 2.468 2.773
H 1.341 1.266 1.566
H 2.145 1.044 3.081
H 0.019 0.575 4.279
H -0.139 -0.280 2.855
H -4.220 4.289 3.354
H -2.895 4.383 4.549
H -4.171 3.140 4.701
C -0.163 -1.317 -1.147
C 1.290 -1.332 -0.714
O 2.262 -1.344 -1.761
C 2.331 -0.276 -2.543
O 1.646 0.711 -2.466
O 3.331 -0.451 -3.398
C 3.440 0.513 -4.446
H -0.772 -0.870 -0.357
H -0.545 -2.307 -1.384
H -0.313 -0.614 -1.964
H 1.538 -2.152 -0.038
H 1.500 -0.475 -0.052
H 2.558 0.493 -5.084
H 4.372 0.284 -4.944
H 3.482 1.525 -4.029
C -1.444 1.976 -3.033
O -2.018 1.755 -4.086
N -1.962 1.736 -1.809
C -1.158 1.908 -0.606
C -3.354 1.373 -1.673
H -0.431 2.405 -3.013
H -0.110 1.652 -0.774
H -1.565 1.295 0.190
H -1.127 2.966 -0.313
H -3.900 1.807 -2.507
H -3.461 0.285 -1.732
H -3.748 1.728 -0.725
C 0.691 -2.933 2.870
O 1.758 -2.903 2.275
N 0.509 -2.552 4.169
C -0.830 -2.273 4.657
C 1.620 -2.027 4.914
H -0.257 -3.286 2.430
H -1.173 -3.074 5.316
H -1.511 -2.225 3.807
H -0.889 -1.320 5.175
H 1.450 -2.159 5.986
H 2.567 -2.463 4.620
H 1.718 -0.930 4.816
Br 0.631 -3.407 -4.183
C 0.556 -1.999 -5.527
C 1.671 -2.212 -6.502
Br 1.780 -0.738 -7.774
H 0.664 -1.046 -5.014
H -0.430 -2.086 -5.962
H 1.468 -3.070 -7.142
H 2.647 -2.358 -6.057

E_LUMO, eV: 0.44
Relative energy (zero: lowest compared OMol25 entry of this formula, charge and spin), kcal per mole: 0.0
Structure (SMILES): CCOC(=O)OC.CCOC(=O)OC.CN(C)C=O.CN(C)C=O.BrCCBr
Total charge: 0

***

A 2-piece molecular cluster, C20H39O6PS overall at a distorted geometry. Source: the Open Molecules 2025 dataset; level of theory: wB97M-V/def2-TZVPD.

Positions of all 67 atoms, in Å:
C -1.964 -2.570 -0.537
C -1.612 -3.977 -0.032
C -0.643 -4.707 -0.952
C 0.750 -4.073 -0.965
C 1.618 -4.516 0.229
C 2.484 -3.408 0.840
C 1.810 -2.719 2.052
C 1.125 -1.408 1.658
C 2.124 -0.271 1.432
C 1.448 1.072 1.510
O 2.319 2.089 2.066
C 1.646 3.267 1.840
O 1.703 4.258 2.553
O 0.938 3.144 0.694
C 1.030 1.772 0.213
C -0.305 1.338 -0.366
S -1.695 1.370 0.750
O -1.574 0.352 1.752
O -1.937 2.715 1.180
P 2.420 1.758 -1.076
C 2.977 3.508 -1.240
C 4.038 3.876 -0.190
C 1.677 1.378 -2.727
C 2.325 0.152 -3.385
H -1.868 -2.521 -1.617
H -2.955 -2.273 -0.221
H -1.248 -1.856 -0.139
H -1.242 -3.929 0.990
H -2.539 -4.543 0.018
H -0.535 -5.729 -0.598
H -1.056 -4.681 -1.956
H 1.255 -4.378 -1.877
H 0.641 -2.992 -1.023
H 0.973 -4.975 0.973
H 2.279 -5.298 -0.133
H 2.635 -2.654 0.073
H 3.447 -3.799 1.145
H 1.076 -3.375 2.504
H 2.567 -2.478 2.793
H 0.590 -1.572 0.727
H 0.420 -1.129 2.431
H 2.868 -0.293 2.224
H 2.653 -0.386 0.495
H 0.596 1.073 2.182
H -0.191 0.341 -0.785
H -0.537 1.993 -1.200
H -2.730 1.019 -0.061
H 3.376 3.596 -2.245
H 2.116 4.168 -1.193
H 3.637 4.617 0.494
H 4.932 4.287 -0.637
H 4.278 3.005 0.407
H 0.598 1.241 -2.721
H 1.856 2.236 -3.369
H 1.820 -0.765 -3.108
H 3.379 0.099 -3.141
H 2.229 0.252 -4.462
C -6.790 2.219 1.240
C -5.765 2.287 0.136
O -5.678 1.419 -0.703
C -4.839 3.475 0.134
H -7.385 1.315 1.130
H -6.292 2.205 2.211
H -7.447 3.088 1.193
H -4.262 3.495 1.057
H -5.408 4.402 0.043
H -4.157 3.396 -0.709

E_LUMO, eV: 0.39
Relative energy (zero: lowest compared OMol25 entry of this formula, charge and spin), kcal per mole: 0.0
Structure (SMILES): CCCCCCCCC[C@H]1OC(=O)O[C@@]1(C[SH](=O)=O)P(CC)CC.CC(C)=O
Total charge: 0

***

F6Li3N4O15S6 as an isolated structure at a distorted geometry. Source: the Open Molecules 2025 dataset; level of theory: wB97M-V/def2-TZVPD.

Positions of all 34 atoms, in Å:
Li 14.122 -18.920 0.020
Li 12.065 -18.987 -2.139
Li 10.305 -20.848 -3.402
N 13.608 -17.940 -1.532
S 14.896 -17.823 -2.629
O 16.142 -17.592 -1.992
O 14.654 -17.383 -3.944
F 14.887 -19.415 -2.875
S 13.465 -16.315 -1.376
O 13.014 -15.608 -2.507
O 14.401 -15.777 -0.467
F 12.078 -16.388 -0.605
N 10.299 -18.436 2.428
S 11.812 -17.854 2.340
O 11.930 -16.459 2.479
O 12.688 -18.525 1.432
F 12.206 -18.423 3.764
S 9.736 -18.197 0.952
O 10.357 -18.781 -0.203
O 9.244 -16.868 0.769
F 8.422 -19.093 1.127
N 10.725 -18.996 -3.668
S 11.438 -18.782 -5.200
O 11.791 -17.478 -5.578
O 10.919 -19.715 -6.139
F 12.776 -19.485 -4.697
S 9.712 -17.740 -3.722
O 8.907 -17.744 -4.897
O 10.169 -16.549 -3.127
F 8.694 -18.319 -2.632
N 12.214 -21.459 -0.755
O 13.295 -20.847 -0.555
O 11.945 -22.450 -0.144
O 11.413 -20.990 -1.627

E_LUMO, eV: 1.27
Relative energy (zero: lowest compared OMol25 entry of this formula, charge and spin), kcal per mole: 19.4
Total charge: -1

***

A 2-piece molecular cluster, C3H5NO2 overall at a distorted geometry. Source: the Open Molecules 2025 dataset; level of theory: wB97M-V/def2-TZVPD.

Positions of all 11 atoms, in Å:
C -0.186 -0.723 1.012
C -0.052 -0.465 -0.419
C -0.681 0.809 -1.041
H 1.396 1.049 0.610
H -1.190 -1.078 1.423
H 0.885 -1.087 -0.830
H -1.247 1.553 -0.500
H -0.322 0.989 -2.145
N 0.797 -0.511 1.784
O 1.851 -0.102 1.227
O -1.250 -0.433 -1.123

E_LUMO, eV: -0.21
Relative energy (zero: lowest compared OMol25 entry of this formula, charge and spin), kcal per mole: 161.9
Total charge: 0

***

C6H8O2S in the gas phase at a distorted geometry. Source: the Open Molecules 2025 dataset; level of theory: wB97M-V/def2-TZVPD.

Positions of all 17 atoms, in Å:
C -1.123 -0.430 0.935
C -0.163 -0.557 2.046
C -0.654 0.570 -1.344
C 0.795 0.059 -1.231
C -0.917 0.618 0.098
C 1.093 -0.163 1.872
O 3.022 -0.213 0.301
O 1.822 1.884 0.343
S 1.758 0.482 0.368
H -1.529 -1.331 0.780
H -0.549 -1.136 2.943
H -0.570 1.629 -1.857
H -1.116 -0.241 -1.855
H 1.072 -0.995 -1.464
H 1.387 0.461 -2.089
H -0.516 1.636 0.414
H 1.870 -0.391 2.471

E_LUMO, eV: 0.05
Relative energy (zero: lowest compared OMol25 entry of this formula, charge and spin), kcal per mole: 68.4
Structure (SMILES): O=S1(=O)C=CC=CCC1
Total charge: 0